Record 1
DFT (ωB97M-V with the def2-TZVPD basis set) results for a 2-piece molecular cluster, C6H15ClNO overall in a non-equilibrium geometry.

XYZ file:
```
24
Properties=species:S:1:pos:R:3:nbo_charge:R:1
C 4.63 -0.47 0.22 -0.6099
C -1.90 1.64 -0.05 -0.4219
C -2.96 -0.15 1.23 -0.4715
C -2.67 -0.37 -1.19 -0.4153
C 3.32 -0.97 -0.40 -0.4960
C 2.07 -0.21 0.02 0.5923
N -2.15 0.22 0.07 -0.3882
O 0.92 -0.61 -0.01 -0.5984
Cl 2.10 1.51 0.41 -0.0550
H 5.44 -1.15 -0.12 0.2355
H 4.65 -0.57 1.31 0.2309
H 4.74 0.48 -0.24 0.2261
H -1.03 1.96 0.49 0.2421
H -1.85 2.03 -1.07 0.2444
H -2.71 1.94 0.53 0.2208
H -2.67 -1.16 1.66 0.2550
H -2.74 0.52 2.15 0.2516
H -4.05 -0.33 1.08 0.2599
H -3.57 0.30 -1.59 0.2352
H -1.86 -0.26 -1.91 0.2340
H -2.98 -1.39 -1.09 0.2430
H 3.29 -0.89 -1.42 0.2468
H 3.09 -2.00 -0.17 0.2463
H -1.12 -0.06 0.11 0.4920
```

HOMO-LUMO gap = 11.30 eV
Total energy = -827.51507 Ha
Charge = +1
Relative energy (zero: lowest compared OMol25 entry of this formula, charge and spin) = 16.7 kcal per mole
E_LUMO = -2.606 eV

Record 2
DFT (ωB97M-V with the def2-TZVPD basis set) results for a 2-piece molecular cluster, C6H15ClNO2 overall.

XYZ file:
```
25
Properties=species:S:1:pos:R:3:nbo_charge:R:1
Cl -13.99 1.62 5.68 -0.9732
C -9.07 0.28 4.28 -0.2374
O -9.88 -0.08 5.36 -0.5252
C -10.78 -1.12 5.04 -0.0636
C -11.31 -1.76 6.29 -0.2221
N -12.19 -0.87 7.01 -0.6154
C -12.84 -1.52 8.12 -0.2209
C -14.04 -0.72 8.60 -0.0771
O -13.60 0.33 9.44 -0.5339
C -14.67 1.07 9.95 -0.2435
H -8.47 -0.57 3.93 0.1426
H -8.37 1.04 4.63 0.1827
H -9.66 0.68 3.45 0.1676
H -10.25 -1.89 4.45 0.1411
H -11.61 -0.75 4.42 0.1881
H -10.47 -2.06 6.92 0.1786
H -11.86 -2.68 5.97 0.1411
H -12.91 -0.56 6.35 0.3996
H -12.14 -1.64 8.96 0.1801
H -13.16 -2.55 7.88 0.1344
H -14.70 -1.39 9.17 0.1376
H -14.58 -0.32 7.73 0.2155
H -14.28 1.73 10.73 0.1729
H -15.45 0.43 10.38 0.1409
H -15.12 1.71 9.17 0.1896
```

HOMO-LUMO gap = 7.36 eV
Total energy = -903.05997 Ha
Charge = -1
Relative energy (zero: lowest compared OMol25 entry of this formula, charge and spin) = 4.9 kcal per mole
E_LUMO = 3.528 eV

Record 3
DFT (ωB97M-V with the def2-TZVPD basis set) results for C6H15ClSi2 as an isolated structure in a non-equilibrium geometry.

XYZ file:
```
24
Properties=species:S:1:pos:R:3:nbo_charge:R:1
C 1.21 2.53 -1.69 -0.3611
C 0.80 1.83 -0.65 -0.6674
C 1.83 -0.42 1.42 -1.0997
C 2.09 -0.87 -1.60 -1.1399
C -2.35 0.66 -1.82 -1.1453
C -3.11 -1.31 0.69 -1.1411
Si 1.05 -0.01 -0.25 1.3016
Si -1.91 0.00 -0.03 1.1467
Cl -2.30 1.74 1.12 -0.4383
H 0.86 3.57 -1.68 0.1972
H 1.97 2.19 -2.45 0.1975
H 0.16 2.29 0.03 0.2168
H 1.83 0.43 1.96 0.2391
H 1.21 -1.11 1.94 0.2437
H 2.79 -0.87 1.25 0.2380
H 3.15 -0.53 -1.70 0.2485
H 2.16 -1.91 -1.28 0.2369
H 1.76 -0.92 -2.64 0.2486
H -2.89 1.68 -1.73 0.2485
H -1.31 0.81 -2.24 0.2445
H -3.08 0.16 -2.49 0.2458
H -2.76 -1.57 1.77 0.2464
H -4.07 -0.82 0.72 0.2410
H -3.35 -2.29 0.16 0.2521
```

HOMO-LUMO gap = 8.52 eV
Total energy = -1276.77132 Ha
Relative energy (zero: lowest compared OMol25 entry of this formula, charge and spin) = 0.0 kcal per mole
E_LUMO = 0.471 eV

Record 4
DFT (ωB97M-V with the def2-TZVPD basis set) results for C6H15CoNO2S4Sb as an isolated structure in a non-equilibrium geometry.

XYZ file:
```
30
Properties=species:S:1:pos:R:3:nbo_charge:R:1
Co -0.05 -0.44 0.72 0.9555
S 3.30 -2.99 3.17 -0.7974
Sb 2.84 -0.93 2.49 0.9046
S 1.75 -1.26 0.14 -0.6041
S 0.39 -0.60 2.83 -0.6406
C -3.28 3.19 0.50 -0.4122
N -2.40 2.04 0.69 -0.4344
C -1.05 2.24 1.25 0.0793
C -2.80 0.78 0.49 0.7187
C -4.18 0.47 -0.01 -0.7081
O -2.04 -0.17 0.73 -0.6958
H -2.72 4.09 0.76 0.2167
H -4.15 3.15 1.16 0.2142
H -3.61 3.29 -0.53 0.2099
H -0.91 3.31 1.34 0.1797
H 0.04 2.18 -0.38 0.5065
H -0.97 1.77 2.22 0.2362
H -4.74 1.34 -0.34 0.2218
H -4.72 -0.03 0.79 0.2610
H -4.08 -0.24 -0.83 0.2589
C 2.05 4.44 -1.08 -0.7468
S 0.60 3.77 -1.90 0.1955
C -0.45 5.22 -1.90 -0.7492
O -0.05 1.67 0.45 -0.7332
H 2.45 5.28 -1.64 0.2245
H 2.80 3.65 -1.05 0.2491
H 1.83 4.74 -0.06 0.2178
H -0.05 5.99 -2.55 0.2272
H -0.56 5.63 -0.89 0.2128
H -1.43 4.93 -2.27 0.2319
```

HOMO-LUMO gap (alpha / beta) = 5.64 / 5.89 eV
Total energy = -3658.58712 Ha
Relative energy (zero: lowest compared OMol25 entry of this formula, charge and spin) = 2.2 kcal per mole
E_LUMO (alpha / beta) = -1.067 / -0.819 eV

Record 5
DFT (ωB97M-V with the def2-TZVPD basis set) results for C6H15CsN as an isolated structure in a non-equilibrium geometry.

XYZ file:
```
23
Properties=species:S:1:pos:R:3:mulliken_charge:R:1
Cs -0.80 1.67 1.67 1.0450
C -2.19 -1.26 0.23 -1.1559
C -1.08 -0.87 -0.65 -0.6086
N -0.04 0.01 0.00 0.2218
C 0.80 0.76 -0.94 -0.5543
C -0.06 2.02 -1.47 -1.0346
C 0.83 -0.88 0.80 -0.7631
C 2.04 -0.17 1.60 -0.9230
H -3.06 -1.76 -0.19 0.3970
H -2.55 -0.33 0.67 0.1014
H -1.95 -1.99 1.01 0.3154
H -0.70 -1.79 -1.10 0.4134
H -1.53 -0.35 -1.50 0.3247
H 1.72 1.19 -0.54 0.3160
H 1.08 -0.02 -1.65 0.4290
H 0.51 2.58 -2.21 0.3638
H -0.96 1.66 -1.97 0.2878
H -0.36 2.61 -0.60 0.1693
H 1.20 -1.71 0.20 0.4312
H 0.12 -1.34 1.48 0.4519
H 2.86 0.06 0.92 0.3190
H 2.44 -0.86 2.35 0.3433
H 1.67 0.80 1.91 0.1092
```

HOMO-LUMO gap = 9.74 eV
Total energy = -312.23797 Ha
Charge = +1
Relative energy (zero: lowest compared OMol25 entry of this formula, charge and spin) = 39.6 kcal per mole
E_LUMO = -3.083 eV

Record 6
DFT (ωB97M-V with the def2-TZVPD basis set) results for C6H15FO5Si2 as an isolated structure.

XYZ file:
```
29
Properties=species:S:1:pos:R:3:nbo_charge:R:1
C -0.66 -2.51 -0.21 -1.1512
Si -1.32 -2.17 1.49 1.6885
C -0.67 -0.60 2.28 -0.9155
C -0.48 0.53 1.29 -0.0562
O -1.67 0.68 0.52 -0.7493
O -0.94 -3.46 2.47 -1.2412
Si 0.58 -3.88 2.90 1.2328
H 0.36 -2.92 -0.19 0.2372
H -1.30 -3.25 -0.68 0.2445
H -0.65 -1.62 -0.84 0.2503
H -2.80 -2.13 1.45 -0.2134
H 0.26 -0.77 2.83 0.2326
H -1.41 -0.30 3.03 0.2376
H -0.29 1.47 1.82 0.1643
H 0.38 0.34 0.64 0.1707
H -1.44 0.68 -0.41 0.4905
H 0.77 -3.67 4.35 -0.2057
H 1.56 -3.06 2.16 -0.2206
H 0.81 -5.31 2.58 -0.2028
C 0.65 3.77 -3.52 -0.1312
C 1.64 3.68 -2.37 0.4463
O 1.09 2.64 -1.58 -0.4875
C 0.29 1.87 -2.36 0.9858
O -0.16 0.82 -2.03 -0.5909
O 0.11 2.44 -3.56 -0.4756
F 1.69 4.81 -1.64 -0.3194
H -0.14 4.48 -3.28 0.2086
H 1.10 4.01 -4.48 0.2141
H 2.65 3.41 -2.65 0.1569
```

HOMO-LUMO gap = 10.18 eV
Total energy = -1292.75752 Ha
E_LUMO = 0.468 eV